No. 1
This record from OMol25 describes 12 unconnected molecules or ions with the total composition C48H78F18O30 at a distorted geometry. The level of theory is the ωB97M-V functional and the def2-TZVPD basis.

Last column: Löwdin charge in e.
Atoms and positions in Å:
1 C -2.520 -1.823 -4.918  -0.05
2 C -1.050 -1.360 -4.968  -0.20
3 O -0.168 -2.351 -4.512  0.03
4 C 0.144 -3.359 -5.323  -0.33
5 O -0.414 -3.721 -6.365  0.13
6 C 1.307 -4.254 -4.766  -0.55
7 F 2.140 -4.650 -5.743  0.16
8 F 2.061 -3.628 -3.899  0.18
9 F 0.849 -5.360 -4.148  0.16
10 H -2.909 -1.932 -3.905  0.08
11 H -2.774 -2.685 -5.534  0.08
12 H -3.070 -1.006 -5.386  0.08
13 H -0.883 -0.438 -4.411  0.13
14 H -0.799 -1.228 -6.021  0.12
15 C -3.895 -1.751 7.902  -0.06
16 C -2.966 -2.947 7.738  -0.21
17 O -3.648 -4.181 7.520  0.01
18 C -3.002 -5.361 7.275  -0.28
19 O -1.737 -5.461 7.265  0.10
20 C -3.900 -6.587 7.143  -0.58
21 F -3.441 -7.497 7.972  0.19
22 F -5.201 -6.391 7.455  0.16
23 F -3.761 -6.989 5.886  0.19
24 H -4.532 -1.635 7.025  0.08
25 H -3.373 -0.844 8.206  0.08
26 H -4.619 -1.958 8.690  0.08
27 H -2.437 -2.996 8.690  0.13
28 H -2.235 -2.906 6.931  0.13
29 C 6.799 0.486 -4.462  -0.07
30 C 8.003 0.988 -3.742  -0.22
31 O 8.345 2.287 -4.212  0.03
32 C 9.206 2.404 -5.244  -0.38
33 O 9.700 1.495 -5.850  0.17
34 C 9.397 3.840 -5.637  -0.61
35 F 8.806 4.666 -4.828  0.21
36 F 10.699 4.106 -5.895  0.17
37 F 8.741 3.945 -6.763  0.19
38 H 6.600 -0.510 -4.064  0.08
39 H 6.968 0.461 -5.538  0.09
40 H 5.882 1.037 -4.254  0.08
41 H 8.834 0.341 -4.019  0.12
42 H 7.879 0.867 -2.666  0.13
43 C -8.437 -3.285 -4.188  -0.04
44 C -9.042 -1.822 -4.104  -0.17
45 O -9.611 -1.572 -2.799  0.00
46 C -8.752 -1.159 -1.811  -0.30
47 O -7.514 -1.081 -1.876  0.12
48 C -9.580 -0.953 -0.483  -0.51
49 F -8.895 -0.328 0.517  0.15
50 F -10.731 -0.291 -0.746  0.14
51 F -9.992 -2.150 -0.098  0.17
52 H -7.606 -3.437 -3.499  0.07
53 H -8.244 -3.465 -5.246  0.07
54 H -9.172 -4.053 -3.949  0.07
55 H -9.821 -1.784 -4.866  0.11
56 H -8.367 -1.021 -4.406  0.12
57 C -5.678 5.692 -0.951  -0.06
58 C -7.118 5.257 -1.182  -0.25
59 O -8.029 5.256 -0.109  0.01
60 C -9.051 6.207 0.021  -0.22
61 O -9.334 7.071 -0.871  0.09
62 C -9.865 6.121 1.377  -0.64
63 F -9.330 6.976 2.219  0.18
64 F -11.106 6.409 1.270  0.24
65 F -9.680 4.926 1.912  0.17
66 H -5.578 6.774 -0.873  0.08
67 H -5.118 5.172 -1.728  0.08
68 H -5.349 5.286 0.006  0.08
69 H -7.035 4.227 -1.529  0.12
70 H -7.422 5.792 -2.082  0.12
71 C 3.283 -8.563 4.008  -0.06
72 C 2.322 -7.427 3.819  -0.29
73 O 2.763 -6.310 4.437  0.04
74 C 2.397 -5.071 4.013  -0.25
75 O 1.705 -4.831 2.967  0.09
76 C 2.879 -3.931 4.944  -0.49
77 F 3.635 -3.049 4.263  0.15
78 F 1.877 -3.294 5.569  0.18
79 F 3.774 -4.450 5.847  0.13
80 H 3.533 -8.889 5.017  0.08
81 H 4.163 -8.385 3.389  0.08
82 H 2.881 -9.472 3.560  0.08
83 H 1.377 -7.776 4.235  0.13
84 H 2.015 -7.342 2.777  0.13
85 C 0.605 5.909 6.073  -0.08
86 C -0.386 5.910 4.918  -0.21
87 O -1.538 5.376 5.598  -0.02
88 C -2.839 5.602 5.081  -0.51
89 O -3.110 6.308 4.104  0.10
90 O -3.661 4.915 5.815  0.03
91 C -4.945 4.680 5.380  -0.07
92 H 0.778 4.887 6.410  0.08
93 H 0.242 6.450 6.948  0.08
94 H 1.602 6.282 5.839  0.07
95 H -0.012 5.220 4.161  0.12
96 H -0.574 6.799 4.316  0.12
97 H -5.576 5.411 5.886  0.10
98 H -5.373 3.706 5.620  0.10
99 H -5.096 4.739 4.302  0.10
100 C -2.652 -6.347 -0.148  -0.07
101 C -3.516 -5.209 0.292  -0.27
102 O -4.804 -5.338 -0.193  0.04
103 C -5.781 -5.743 0.665  -0.54
104 O -5.671 -5.890 1.878  0.11
105 O -6.897 -5.894 -0.040  0.00
106 C -8.057 -6.383 0.625  -0.04
107 H -2.980 -7.336 0.173  0.08
108 H -1.598 -6.225 0.100  0.08
109 H -2.671 -6.383 -1.237  0.08
110 H -3.060 -4.286 -0.066  0.12
111 H -3.399 -5.127 1.372  0.12
112 H -7.798 -7.386 0.962  0.10
113 H -8.889 -6.385 -0.079  0.09
114 H -8.459 -5.840 1.481  0.10
115 C 6.583 -3.873 1.238  -0.05
116 C 7.767 -3.013 0.660  -0.20
117 O 7.715 -1.776 1.332  0.01
118 C 8.181 -1.696 2.604  -0.48
119 O 8.582 -2.592 3.377  0.09
120 O 8.152 -0.366 2.922  -0.02
121 C 8.627 0.106 4.119  -0.09
122 H 5.652 -3.349 1.025  0.07
123 H 6.696 -3.976 2.317  0.07
124 H 6.482 -4.848 0.761  0.07
125 H 7.674 -2.895 -0.420  0.12
126 H 8.699 -3.555 0.819  0.12
127 H 8.278 -0.535 4.929  0.10
128 H 8.249 1.102 4.353  0.10
129 H 9.716 0.117 4.148  0.10
130 C 6.061 2.337 -10.927  -0.06
131 C 4.834 1.848 -10.094  -0.21
132 O 4.457 2.851 -9.153  0.05
133 C 3.566 2.451 -8.233  -0.62
134 O 3.161 1.316 -8.111  0.11
135 O 3.244 3.444 -7.441  0.01
136 C 2.426 3.162 -6.281  -0.01
137 H 6.873 2.694 -10.293  0.07
138 H 5.847 3.075 -11.700  0.07
139 H 6.351 1.554 -11.627  0.07
140 H 5.056 0.873 -9.660  0.12
141 H 4.043 1.563 -10.787  0.12
142 H 1.544 2.569 -6.521  0.09
143 H 2.190 4.112 -5.802  0.10
144 H 3.058 2.558 -5.629  0.09
145 C 1.806 0.021 0.363  -0.06
146 C 1.356 1.228 1.188  -0.20
147 O 0.249 0.984 2.089  0.02
148 C -0.994 0.768 1.612  -0.53
149 O -1.400 1.201 0.541  0.10
150 O -1.751 0.096 2.543  -0.02
151 C -3.116 -0.247 2.240  -0.04
152 H 2.731 0.259 -0.162  0.08
153 H 1.069 -0.126 -0.426  0.07
154 H 2.051 -0.868 0.944  0.08
155 H 1.081 1.974 0.442  0.11
156 H 2.199 1.684 1.707  0.12
157 H -3.230 -0.848 1.338  0.10
158 H -3.699 0.673 2.222  0.09
159 H -3.545 -0.760 3.101  0.09
160 C 6.918 5.929 1.687  -0.07
161 C 6.101 5.855 0.421  -0.20
162 O 4.960 6.645 0.758  0.04
163 C 3.942 6.611 -0.051  -0.63
164 O 3.703 5.741 -0.904  0.08
165 O 3.212 7.657 0.203  0.04
166 C 1.997 7.863 -0.604  -0.02
167 H 7.850 5.368 1.614  0.08
168 H 6.346 5.473 2.496  0.08
169 H 7.160 6.961 1.940  0.08
170 H 5.811 4.847 0.122  0.12
171 H 6.609 6.328 -0.419  0.13
172 H 1.267 8.594 -0.257  0.08
173 H 1.307 7.027 -0.716  0.09
174 H 2.183 8.290 -1.589  0.09

energy above the lowest of the compared OMol25 structures with the same formula, charge and spin	155.6	kcal/mol
structure (SMILES)	CCOC(=O)C(F)(F)F.CCOC(=O)C(F)(F)F.CCOC(=O)C(F)(F)F.CCOC(=O)C(F)(F)F.CCOC(=O)C(F)(F)F.CCOC(=O)C(F)(F)F.CCOC(=O)OC.CCOC(=O)OC.CCOC(=O)OC.CCOC(=O)OC.CCOC(=O)OC.CCOC(=O)OC
orbital gap	0.3936	hartree


No. 2
This record from OMol25 describes 12 unconnected molecules or ions with the total composition C48H78O27 at a distorted geometry. The level of theory is the ωB97M-V functional and the def2-TZVPD basis.

Last column: Löwdin charge in e.
Atoms and positions in Å:
1 C -0.394 -2.244 6.064  -0.06
2 C 0.030 -0.962 5.347  -0.18
3 O -1.172 -0.195 5.032  0.05
4 C -1.007 0.938 4.437  -0.65
5 O 0.026 1.470 4.182  0.13
6 O -2.211 1.464 4.157  -0.03
7 C -2.190 2.789 3.720  -0.07
8 H -0.835 -2.137 7.087  0.09
9 H 0.512 -2.852 6.198  0.08
10 H -1.096 -2.756 5.443  0.06
11 H 0.552 -1.128 4.376  0.12
12 H 0.701 -0.249 5.892  0.14
13 H -1.301 2.911 3.075  0.07
14 H -2.133 3.507 4.591  0.12
15 H -3.138 2.900 3.158  0.11
16 C -7.008 -1.640 -3.732  -0.06
17 C -6.123 -0.467 -3.356  -0.22
18 O -4.804 -0.582 -3.839  0.04
19 C -3.997 -1.396 -3.187  -0.60
20 O -4.244 -1.875 -2.096  0.10
21 O -2.909 -1.700 -3.896  0.01
22 C -1.722 -2.063 -3.064  0.02
23 H -6.529 -2.600 -3.381  0.10
24 H -7.414 -1.614 -4.758  0.08
25 H -7.981 -1.597 -3.254  0.07
26 H -6.039 -0.351 -2.243  0.12
27 H -6.512 0.418 -3.778  0.11
28 H -1.940 -2.982 -2.536  0.07
29 H -1.500 -1.279 -2.387  0.06
30 H -0.933 -2.127 -3.797  0.09
31 C 5.435 -2.442 2.582  -0.05
32 C 4.648 -1.846 3.727  -0.19
33 O 3.625 -0.882 3.272  0.00
34 C 3.957 0.381 3.635  -0.58
35 O 5.091 0.754 3.873  0.10
36 O 2.877 1.173 3.557  -0.03
37 C 3.202 2.572 3.668  -0.02
38 H 6.107 -3.214 3.029  0.10
39 H 5.994 -1.628 2.155  0.08
40 H 4.804 -2.867 1.799  0.04
41 H 5.309 -1.323 4.392  0.11
42 H 4.032 -2.578 4.254  0.12
43 H 3.530 2.850 2.614  0.10
44 H 4.019 2.774 4.392  0.10
45 H 2.280 3.036 3.959  0.08
46 O -2.345 -5.229 -2.447  0.13
47 C -3.024 -5.579 -1.541  -0.47
48 C -3.842 -4.784 -0.574  -0.07
49 C -4.981 -5.787 -0.267  -0.15
50 C -4.278 -7.083 -0.341  -0.17
51 O -3.194 -6.926 -1.275  0.01
52 H -3.248 -4.696 0.319  0.11
53 H -4.115 -3.823 -0.959  0.09
54 H -5.342 -5.625 0.776  0.13
55 H -5.835 -5.615 -0.906  0.12
56 H -3.822 -7.242 0.605  0.11
57 H -4.823 -7.985 -0.620  0.13
58 O -4.811 0.891 -0.318  0.09
59 C -4.642 -0.005 0.490  -0.48
60 C -3.483 -0.306 1.360  -0.07
61 C -4.061 -1.298 2.386  -0.11
62 C -5.157 -1.963 1.527  -0.12
63 O -5.589 -0.946 0.602  0.02
64 H -2.653 -0.629 0.765  0.11
65 H -3.169 0.628 1.816  0.11
66 H -3.231 -1.985 2.698  0.10
67 H -4.383 -0.730 3.300  0.13
68 H -4.722 -2.786 0.930  0.11
69 H -6.074 -2.269 2.041  0.13
70 O 6.294 -1.336 -2.849  0.13
71 C 5.508 -1.894 -2.166  -0.48
72 C 4.267 -1.366 -1.485  -0.07
73 C 3.643 -2.550 -0.779  -0.16
74 C 4.605 -3.664 -0.976  -0.14
75 O 5.672 -3.233 -1.899  0.03
76 H 4.646 -0.619 -0.802  0.11
77 H 3.601 -0.787 -2.158  0.11
78 H 3.630 -2.280 0.281  0.09
79 H 2.595 -2.672 -1.128  0.11
80 H 5.115 -3.954 -0.098  0.10
81 H 4.171 -4.538 -1.380  0.11
82 O -0.997 -2.562 2.407  0.10
83 C -0.327 -3.346 1.771  -0.50
84 C 1.152 -3.600 1.938  -0.05
85 C 1.432 -4.885 1.090  -0.10
86 C 0.150 -4.882 0.211  -0.13
87 O -0.882 -4.133 0.877  0.04
88 H 1.788 -2.771 1.636  0.10
89 H 1.307 -3.839 3.024  0.14
90 H 2.292 -4.924 0.511  0.06
91 H 1.462 -5.866 1.687  0.14
92 H 0.250 -4.403 -0.750  0.12
93 H -0.269 -5.880 0.034  0.13
94 O 4.172 1.539 0.511  0.10
95 C 4.449 2.632 0.078  -0.47
96 C 5.554 2.909 -0.918  -0.05
97 C 5.231 4.315 -1.426  -0.13
98 C 4.437 4.844 -0.273  -0.15
99 O 3.728 3.739 0.352  0.01
100 H 6.461 2.800 -0.393  0.12
101 H 5.521 2.076 -1.621  0.13
102 H 6.161 4.887 -1.537  0.13
103 H 4.588 4.315 -2.283  0.09
104 H 5.030 5.365 0.472  0.13
105 H 3.596 5.480 -0.555  0.12
106 O 2.619 3.036 -2.385  0.10
107 C 2.355 2.040 -3.024  -0.40
108 C 2.673 1.849 -4.549  -0.05
109 C 1.707 0.766 -4.848  -0.18
110 C 1.566 -0.028 -3.621  -0.14
111 O 1.671 0.956 -2.552  0.00
112 H 2.501 2.802 -5.062  0.13
113 H 3.761 1.682 -4.671  0.14
114 H 0.801 1.180 -5.139  0.10
115 H 2.005 0.033 -5.607  0.14
116 H 0.609 -0.539 -3.454  0.11
117 H 2.379 -0.774 -3.512  0.12
118 O -1.157 4.449 1.228  0.13
119 C -0.805 5.400 0.619  -0.50
120 C 0.377 5.541 -0.276  -0.08
121 C 0.422 6.994 -0.711  -0.13
122 C -0.900 7.596 -0.143  -0.12
123 O -1.491 6.568 0.690  0.02
124 H 1.291 5.229 0.209  0.11
125 H 0.211 4.813 -1.112  0.14
126 H 1.281 7.534 -0.231  0.12
127 H 0.461 7.056 -1.809  0.12
128 H -0.780 8.464 0.497  0.12
129 H -1.679 7.800 -0.885  0.12
130 O 0.702 -1.438 -1.087  0.08
131 C 0.598 -0.452 -0.391  -0.47
132 C 1.654 0.233 0.400  -0.07
133 C 1.091 1.630 0.642  -0.09
134 C -0.405 1.370 0.498  -0.15
135 O -0.590 0.199 -0.300  0.02
136 H 1.708 -0.437 1.301  0.14
137 H 2.624 0.141 -0.016  0.07
138 H 1.456 2.027 1.588  0.11
139 H 1.349 2.265 -0.234  0.11
140 H -0.893 1.170 1.467  0.12
141 H -0.962 2.193 0.055  0.10
142 O -2.754 5.728 -3.454  0.11
143 C -2.602 4.643 -2.961  -0.46
144 C -3.439 3.819 -2.007  -0.03
145 C -2.930 2.355 -2.227  -0.13
146 C -1.543 2.571 -2.767  -0.17
147 O -1.482 3.900 -3.251  -0.01
148 H -3.239 4.127 -0.985  0.12
149 H -4.514 4.007 -2.212  0.14
150 H -2.853 1.792 -1.308  0.08
151 H -3.584 1.793 -2.878  0.11
152 H -0.745 2.527 -2.033  0.10
153 H -1.328 1.885 -3.627  0.14

energy above the lowest of the compared OMol25 structures with the same formula, charge and spin	0.0	kcal/mol
structure (SMILES)	CCOC(=O)OC.CCOC(=O)OC.CCOC(=O)OC.O=C1CCCO1.O=C1CCCO1.O=C1CCCO1.O=C1CCCO1.O=C1CCCO1.O=C1CCCO1.O=C1CCCO1.O=C1CCCO1.O=C1CCCO1
orbital gap	0.3703	hartree